1.
C31H32As2ClIN2O4W as an isolated structure, computed with ωB97M-V/def2-TZVPD.

Atoms and positions in Å:
W (0.2620, -0.6104, 0.6934)
C (0.9732, 1.9646, -3.2536)
C (-0.0574, 2.5099, -2.3172)
N (-0.6365, 3.6411, -2.6666)
C (-1.5751, 4.2019, -1.8925)
C (-2.0194, 3.6509, -0.7146)
C (-3.0968, 4.3166, 0.1060)
O (-4.1970, 3.4455, 0.3417)
C (-1.4241, 2.4373, -0.3207)
C (-1.9133, 1.7286, 0.8200)
N (-1.4023, 0.6149, 1.2158)
C (-1.9739, -0.2300, 2.1887)
C (-2.9801, -0.0104, 3.1143)
C (-3.3721, -1.1102, 3.8548)
C (-2.7665, -2.3510, 3.6561)
C (-1.7342, -2.5266, 2.7429)
C (-1.3178, -1.4324, 1.9912)
I (1.3111, -2.9846, 1.5761)
C (-0.4180, 1.8686, -1.1064)
O (0.2290, 0.7491, -0.7339)
H (0.7860, 2.3746, -4.2427)
H (0.9525, 0.8788, -3.2965)
H (1.9719, 2.2834, -2.9493)
H (-1.9851, 5.1389, -2.2516)
H (-3.4087, 5.2369, -0.3884)
H (-2.7027, 4.5994, 1.0843)
H (-4.8745, 3.5910, -0.3259)
H (-2.8044, 2.0912, 1.3243)
H (-3.4430, 0.9583, 3.2540)
H (-4.1558, -1.0139, 4.5935)
H (-3.0949, -3.1962, 4.2466)
H (-1.2711, -3.4992, 2.6585)
C (2.8113, -3.1277, -1.4508)
As (1.7656, -1.5089, -1.3706)
C (3.1029, -0.1708, -1.7451)
C (0.6237, -1.7067, -2.9082)
C (1.1398, -1.7480, -4.1993)
C (0.2866, -1.9448, -5.2747)
C (-1.0760, -2.1120, -5.0635)
C (-1.5911, -2.0919, -3.7760)
C (-0.7369, -1.8894, -2.6962)
As (-1.3772, -1.9387, -0.8774)
C (-3.1082, -1.0851, -0.9343)
C (-1.7491, -3.7952, -0.5420)
H (2.1732, -4.0022, -1.3574)
H (3.5556, -3.1276, -0.6591)
H (3.2984, -3.1263, -2.4270)
H (3.9763, -0.4232, -1.1470)
H (2.7427, 0.8137, -1.4730)
H (3.3606, -0.2066, -2.8024)
H (2.2009, -1.6201, -4.3786)
H (0.6852, -1.9688, -6.2799)
H (-1.7393, -2.2653, -5.9040)
H (-2.6541, -2.2376, -3.6281)
H (-3.7607, -1.6520, -1.5963)
H (-3.0013, -0.0695, -1.3116)
H (-3.5329, -1.0774, 0.0682)
H (-2.3631, -4.1507, -1.3691)
H (-2.2883, -3.9016, 0.3963)
H (-0.8185, -4.3560, -0.5035)
Cl (6.0346, 2.5469, 5.9596)
C (4.8591, 1.9143, 4.8886)
C (5.2010, 1.7019, 3.5534)
C (4.2557, 1.1922, 2.6925)
C (2.9710, 0.8990, 3.1658)
C (2.6389, 1.1172, 4.5088)
C (3.5845, 1.6233, 5.3722)
C (1.9837, 0.3646, 2.2768)
O (2.2001, 0.1122, 1.0240)
O (0.7840, 0.0698, 2.6228)
H (6.1994, 1.9368, 3.2136)
H (4.5013, 1.0186, 1.6536)
H (1.6447, 0.8806, 4.8627)
H (3.3551, 1.7963, 6.4138)

Output
charge: +2


2.
A 2-piece molecular cluster, C12H29B3NO4 overall, computed with ωB97M-V/def2-TZVPD.

Atoms and positions in Å:
C (1.0590, -4.9261, -4.4105)
C (2.5593, -4.6894, -4.4615)
O (2.9400, -3.5230, -5.1690)
C (2.3425, -2.3174, -4.7372)
B (2.7467, -1.7682, -3.3272)
O (3.2146, -2.5280, -2.2758)
B (3.3278, -1.9231, -1.0559)
O (2.5003, -0.8482, -0.7609)
B (2.1589, -0.0635, -1.8399)
O (2.5855, -0.4032, -3.0912)
H (0.5671, -4.3392, -3.6342)
H (0.8671, -5.9759, -4.1923)
H (0.6018, -4.7028, -5.3744)
H (3.0326, -5.5131, -4.9925)
H (2.9767, -4.6913, -3.4507)
H (1.2442, -2.3616, -4.7885)
H (2.6260, -1.5539, -5.4644)
H (4.1304, -2.2703, -0.2553)
H (1.4684, 0.8942, -1.6746)
C (1.8530, 1.4557, 1.5469)
C (1.2254, 2.4837, 2.4849)
C (0.0719, 1.9442, 3.3426)
C (-1.0268, 1.1320, 2.6729)
N (-2.0917, 1.8924, 1.9099)
C (-2.9795, 0.8836, 1.2031)
C (-4.0636, 0.5395, 2.2051)
C (-4.3516, 1.8818, 2.8823)
C (-3.0131, 2.6287, 2.8767)
C (-1.5051, 2.8406, 0.9194)
H (1.1228, 0.9663, 0.9005)
H (2.5771, 1.9359, 0.8908)
H (2.3770, 0.6767, 2.1013)
H (0.9285, 3.3667, 1.9186)
H (1.9888, 2.8402, 3.1779)
H (-0.3630, 2.7554, 3.9336)
H (0.5061, 1.2577, 4.0739)
H (-1.5787, 0.5858, 3.4375)
H (-0.6091, 0.4002, 1.9843)
H (-3.3939, 1.3728, 0.3241)
H (-2.3696, 0.0413, 0.8888)
H (-3.7112, -0.2028, 2.9215)
H (-4.9404, 0.1270, 1.7119)
H (-4.7333, 1.7580, 3.8926)
H (-5.0969, 2.4447, 2.3221)
H (-2.5334, 2.6396, 3.8505)
H (-3.1115, 3.6528, 2.5292)
H (-0.7636, 2.3186, 0.3195)
H (-1.0559, 3.6743, 1.4472)
H (-2.3073, 3.2110, 0.2866)

Output
charge: +1


3.
H2N3O3PS as an isolated structure at a distorted geometry, computed with ωB97M-V/def2-TZVPD.

Atoms and positions in Å:
N (-4.2423, 1.0773, -0.3007)
N (-3.4362, 0.0420, 0.4995)
N (-3.8335, 0.0350, -0.8972)
O (2.6978, -0.1680, -1.5492)
O (3.1900, -0.9454, 0.8373)
O (2.6442, 1.5509, 0.3766)
P (2.3453, 0.1668, -0.1584)
S (0.3995, -0.5385, 0.1453)
H (2.5955, -1.5176, 0.4830)
H (-2.3603, 0.2975, 0.5638)

Output
charge: -2


4.
A 8-piece molecular cluster, C30H74N2O8 overall at a distorted geometry, computed with ωB97M-V/def2-TZVPD.

Atoms and positions in Å:
C (-4.3862, -1.5159, 1.0429)
C (-3.0647, -1.9541, 1.5954)
C (-2.8220, -1.3012, 3.0240)
C (-1.7966, -1.5547, 0.8631)
C (-1.5818, -2.4111, -0.4213)
C (-1.4526, -3.8100, 0.0740)
C (-2.5663, -4.3669, 0.9245)
C (-3.7799, -5.0484, 0.1795)
C (-1.8876, -5.5053, 1.7924)
N (-3.1442, -3.3700, 1.7634)
O (-3.9437, -3.8304, 2.6330)
H (-5.2713, -1.8024, 1.6743)
H (-4.5304, -1.8268, 0.0654)
H (-4.4273, -0.4939, 1.1525)
H (-2.0491, -1.7854, 3.6559)
H (-3.6971, -1.4458, 3.6040)
H (-2.7836, -0.2598, 3.1903)
H (-1.6535, -0.4903, 0.8205)
H (-0.9483, -1.7675, 1.4582)
H (-2.4355, -2.4450, -1.1264)
H (-0.6608, -2.1060, -1.0209)
H (-1.2352, -4.4312, -0.7878)
H (-0.4891, -3.7784, 0.6148)
H (-3.2385, -5.7286, -0.4725)
H (-4.2902, -4.2903, -0.4269)
H (-4.4869, -5.7296, 0.6218)
H (-1.4109, -6.2894, 1.1606)
H (-2.5757, -6.0384, 2.4499)
H (-1.1524, -5.0185, 2.3644)
H (-3.5141, -4.3194, 3.3496)
C (0.1697, 1.6417, 1.7593)
C (1.4470, 2.4670, 1.4125)
C (1.1229, 3.5677, 0.4666)
C (2.5171, 1.5494, 0.8200)
C (3.0305, 0.5337, 1.8360)
C (3.6071, 1.2933, 2.9960)
C (2.7035, 2.3347, 3.6948)
C (1.6817, 1.7665, 4.5607)
C (3.5383, 3.3096, 4.4743)
N (2.0564, 3.1068, 2.6734)
O (1.6790, 4.2464, 2.9113)
H (-0.4267, 2.3494, 2.3142)
H (0.2812, 0.7824, 2.3944)
H (-0.4292, 1.3628, 0.8677)
H (0.3754, 4.3579, 0.7638)
H (0.9383, 3.0554, -0.4448)
H (1.9906, 4.1491, 0.2624)
H (1.9872, 1.0834, -0.0127)
H (3.3345, 2.2059, 0.3399)
H (2.2653, -0.1826, 2.2048)
H (3.7757, -0.0534, 1.2650)
H (4.0078, 0.5236, 3.7712)
H (4.4484, 1.9196, 2.7015)
H (1.9479, 1.5755, 5.5687)
H (1.2352, 0.8525, 4.2175)
H (0.8520, 2.4468, 4.7460)
H (4.2635, 2.7493, 5.0145)
H (2.9202, 4.0071, 4.9655)
H (4.1287, 3.9617, 3.9813)
H (2.3331, 4.7947, 2.5072)
C (-3.2792, 2.0538, 0.6200)
C (-2.4900, 3.3542, 0.3268)
O (-3.1519, 4.4993, -0.2076)
H (-2.6886, 1.3426, 1.1516)
H (-3.6576, 1.5960, -0.2996)
H (-4.1642, 2.3028, 1.2852)
H (-1.7052, 3.0277, -0.2472)
H (-1.9170, 3.5885, 1.2652)
H (-3.7732, 4.7682, 0.4873)
C (-0.8954, -5.0542, -3.7467)
C (0.0606, -3.9155, -3.2684)
O (0.5705, -3.2980, -4.4168)
H (-0.3850, -5.8732, -4.3220)
H (-1.7616, -4.7108, -4.3706)
H (-1.3882, -5.4812, -2.8710)
H (0.8980, -4.2936, -2.6828)
H (-0.4338, -3.1967, -2.7188)
H (1.5061, -3.0178, -4.3810)
C (2.5783, -3.4734, -0.2611)
C (2.3940, -2.0272, -0.7509)
O (3.5646, -1.3643, -1.0983)
H (1.8703, -3.5215, 0.5568)
H (3.4909, -3.8905, -0.0040)
H (2.0461, -4.2208, -0.8081)
H (1.8057, -1.3604, -0.0946)
H (1.8277, -2.0180, -1.6715)
H (3.3675, -0.5538, -1.7037)
C (-0.2969, 0.6066, -1.7527)
C (-0.7702, -0.1007, -3.0328)
O (0.4676, -0.5609, -3.6103)
H (0.4674, 1.3581, -2.0522)
H (0.1280, -0.0013, -0.9520)
H (-1.0984, 1.2262, -1.2339)
H (-1.2875, 0.5237, -3.7474)
H (-1.3476, -0.9955, -2.8145)
H (0.1891, -1.2713, -4.1537)
C (2.9211, 2.3128, -4.2272)
C (2.9930, 1.8084, -2.7748)
O (2.6377, 0.4571, -2.7554)
H (3.6094, 1.6171, -4.7124)
H (3.1474, 3.3438, -4.2335)
H (1.8950, 2.1988, -4.5199)
H (2.2718, 2.4813, -2.3256)
H (3.9380, 1.8875, -2.2637)
H (1.8314, 0.3291, -3.3317)
C (1.1133, 4.9930, -2.7414)
C (-0.3552, 4.7678, -2.4585)
O (-0.9440, 5.7747, -1.6475)
H (1.3524, 4.3769, -3.6280)
H (1.8736, 4.8805, -1.9771)
H (1.1844, 5.9807, -3.2240)
H (-0.3725, 3.7057, -2.1457)
H (-0.9165, 4.6917, -3.3114)
H (-1.4282, 5.3024, -0.9926)


5.
One molecule with the formula CH3Cl2OP at a distorted geometry, computed with ωB97M-V/def2-TZVPD.

Atoms and positions in Å:
O (0.0725, -0.9731, 1.5252)
C (0.3643, -0.6505, 0.1890)
P (-1.0463, 0.3205, -0.7106)
Cl (-0.7446, 2.1431, 0.1738)
Cl (-0.0303, 0.6962, -2.5693)
H (-0.3106, -0.1348, 1.9341)
H (1.1863, 0.1591, -0.0078)
H (0.5087, -1.5606, -0.5343)


6.
C37H31N3O5PtS2Te as an isolated structure at a distorted geometry, computed with ωB97M-V/def2-TZVPD.

Atoms and positions in Å:
Pt (1.1166, 1.7343, 0.4112)
O (0.5139, 4.6603, 3.1750)
C (0.8867, 3.6801, 2.4031)
O (0.1746, 3.3178, 1.4752)
C (2.1721, 3.0162, 2.6990)
C (3.0141, 3.1900, 3.7758)
C (4.1374, 2.3767, 3.8849)
C (4.3695, 1.3791, 2.9515)
C (3.4783, 1.2594, 1.8971)
N (2.4652, 2.0945, 1.7806)
C (3.4616, 0.1514, 0.8526)
O (4.3586, -0.6461, 0.7708)
O (2.3511, 0.1150, 0.1442)
H (-0.3382, 5.0015, 2.8529)
H (2.7752, 3.9445, 4.5144)
H (4.8238, 2.5000, 4.7116)
H (5.2105, 0.7015, 3.0164)
S (2.6747, 4.1863, -0.6387)
C (2.8249, 3.3364, -2.0727)
N (2.5547, 2.0479, -2.2015)
C (2.6764, 1.6328, -3.4762)
C (2.3988, 0.3297, -3.9353)
C (2.5597, 0.0549, -5.2659)
C (3.0042, 1.0494, -6.1652)
C (3.2724, 2.3342, -5.7460)
C (3.1016, 2.6311, -4.3944)
S (3.3212, 4.1214, -3.5721)
H (2.0670, -0.4172, -3.2259)
H (2.3346, -0.9334, -5.6439)
H (3.1389, 0.7929, -7.2080)
H (3.5882, 3.0960, -6.4467)
C (-1.8871, -6.9214, 1.7316)
C (-1.5638, -5.4977, 1.3631)
C (-2.5654, -4.6042, 0.9931)
C (-2.2687, -3.2995, 0.6179)
C (-3.3831, -2.3674, 0.2233)
C (-0.9247, -2.9030, 0.6326)
Te (-0.3680, -0.8835, -0.1153)
N (-0.3042, 1.1304, -0.9273)
C (-0.8353, 1.9161, -1.8864)
O (-0.3615, 3.0413, -2.0320)
C (-2.0573, 1.4642, -2.6309)
C (-2.9415, 2.4633, -3.0271)
C (-4.1598, 2.1308, -3.6030)
C (-4.4977, 0.7993, -3.7965)
C (-3.5996, -0.1995, -3.4455)
C (-2.3851, 0.1305, -2.8641)
C (-1.2699, 0.1009, 1.5484)
C (-2.3657, 0.9120, 1.2615)
C (-2.9732, 1.6453, 2.2681)
C (-2.4872, 1.5599, 3.5655)
C (-1.3982, 0.7477, 3.8439)
C (-0.7671, 0.0073, 2.8447)
C (0.4051, -0.8718, 3.1924)
C (0.1106, -3.7676, 0.9797)
C (1.5771, -3.3926, 0.9803)
C (-0.2457, -5.0590, 1.3655)
H (-2.9426, -7.1402, 1.5777)
H (-1.6458, -7.1092, 2.7795)
H (-1.2961, -7.6128, 1.1295)
H (-3.5995, -4.9323, 0.9769)
H (-4.2914, -2.9197, -0.0100)
H (-3.1092, -1.7735, -0.6561)
H (-3.6077, -1.6732, 1.0363)
H (-2.6573, 3.4935, -2.8579)
H (-4.8470, 2.9159, -3.8919)
H (-5.4576, 0.5374, -4.2217)
H (-3.8476, -1.2386, -3.6237)
H (-1.6835, -0.6604, -2.6265)
H (-2.7446, 0.9761, 0.2484)
H (-3.8154, 2.2841, 2.0360)
H (-2.9557, 2.1255, 4.3614)
H (-1.0160, 0.6897, 4.8575)
H (0.9969, -0.4341, 3.9989)
H (1.0535, -1.0262, 2.3279)
H (0.0583, -1.8501, 3.5329)
H (1.7764, -2.4581, 0.4600)
H (2.1664, -4.1719, 0.4979)
H (1.9469, -3.3000, 2.0034)
H (0.5471, -5.7422, 1.6562)

Output
charge: +1
2S+1: 2


Number 1: E_tot -6907.0544 Eh. Number 2: E_tot -904.9196 Eh. Number 3: E_tot -1130.6888 Eh. Number 4: E_tot -1898.4847 Eh. Number 5: E_tot -1376.8967 Eh. Number 6: E_tot -3152.4293 Eh.